Molecular formula: C29H41F5P2SY
Method: DFT, wB97M-V/def2-TZVPD

The calculation puts the HOMO energy (spin up / spin down) at -0.3486 / -0.3486 hartree. As for the total energy: -2747.6818 Eh. For the energy above the lowest of the compared OMol25 structures with the same formula, charge and spin, the calculation gives 5.896 eV.

```
! wB97M-V def2-TZVPD RIJCOSX def2/J DEFGRID3
* xyz 1 1
Y -0.63 2.41 -3.00
C -0.84 -2.27 0.32
C 0.41 -2.16 -0.37
C 0.51 -0.86 1.53
C -0.77 -1.46 1.48
C 1.24 -1.28 0.39
C -1.97 -3.15 -0.04
H -1.92 -3.46 -1.09
H -2.93 -2.64 0.12
H -1.98 -4.06 0.57
C -1.82 -1.28 2.51
H -2.68 -1.91 2.30
H -2.15 -0.23 2.55
H -1.43 -1.54 3.51
C 1.00 0.03 2.60
H 0.81 -0.41 3.59
H 0.48 1.00 2.57
H 2.08 0.21 2.50
C 2.65 -0.93 0.10
H 3.33 -1.38 0.84
H 2.80 0.16 0.15
H 2.96 -1.27 -0.89
C 0.80 -2.89 -1.59
H 1.44 -3.75 -1.35
H 1.35 -2.25 -2.29
H -0.09 -3.28 -2.12
C -2.75 1.75 -3.72
C -1.66 1.22 -4.47
C -1.03 -0.10 -4.06
C 0.52 -0.02 -4.00
C 1.12 0.84 -2.82
C 2.15 1.88 -3.30
C 1.87 3.37 -3.18
C 0.81 3.83 -4.20
H -1.31 -0.86 -4.81
H 0.90 0.33 -4.98
H -1.43 -0.48 -3.11
H 1.09 3.59 -5.24
H -2.89 2.86 -3.66
H -1.39 1.61 -5.47
H 0.54 4.89 -4.09
H 1.60 3.64 -2.13
H 2.44 1.66 -4.33
H 2.83 3.87 -3.35
H 0.90 -1.05 -3.88
H 1.74 0.09 -2.27
P -4.47 -0.64 -3.97
C -6.27 -0.29 -4.13
C -4.30 -1.62 -2.41
P 4.26 1.40 -2.64
C -3.86 0.94 -3.29
C 4.82 0.39 -4.06
C 5.14 2.93 -3.14
H -6.67 0.28 -3.28
H -6.83 -1.23 -4.25
H -6.41 0.30 -5.05
H -3.55 -1.14 -1.76
H -3.92 -2.62 -2.67
H -5.25 -1.73 -1.87
H 5.14 3.06 -4.23
H 6.17 2.82 -2.77
H 4.69 3.79 -2.65
H -4.48 1.35 -2.48
H 0.45 1.05 -1.91
H 5.87 0.13 -3.88
H 4.72 0.96 -5.00
H 4.22 -0.53 -4.10
F -0.16 6.72 2.30
C -0.49 5.58 1.65
C -0.52 5.55 0.25
F -0.22 6.65 -0.47
C -0.88 4.37 -0.38
F -1.15 4.44 -1.78
C -1.16 3.18 0.31
S -1.47 1.66 -0.47
C -1.17 3.27 1.72
F -1.57 2.18 2.44
C -0.82 4.43 2.39
F -0.78 4.45 3.74
*
```


Molecular formula: C19H20BrClF5N5O5PtS
Method: DFT, wB97M-V/def2-TZVPD

The calculation puts the HOMO energy at -0.3180 hartree. As for the total energy: -5437.0821 Eh. For the energy above the lowest of the compared OMol25 structures with the same formula, charge and spin, the calculation gives 2.289 eV.

```
! wB97M-V def2-TZVPD RIJCOSX def2/J DEFGRID3
* xyz 0 1
Pt 0.01 -0.76 -1.03
C -2.98 0.34 2.15
N -2.43 -1.01 2.25
C -2.37 -1.64 3.56
C -1.71 -1.45 1.22
N -1.75 -0.96 0.01
N -0.89 -2.55 1.47
C 0.03 -3.11 0.62
N 0.70 -4.16 1.18
N 0.25 -2.73 -0.60
H -3.23 0.68 3.15
H -3.88 0.37 1.54
H -2.23 1.02 1.74
H -3.20 -1.27 4.16
H -1.43 -1.40 4.07
H -2.49 -2.72 3.48
H -2.42 -0.21 -0.09
H -0.64 -2.67 2.44
H 0.83 -4.08 2.19
H 1.56 -4.40 0.73
H 1.02 -3.23 -1.01
F 2.65 0.71 -4.06
C 1.67 0.69 -3.16
F 1.92 1.68 -2.33
H 0.66 0.69 -3.57
Cl -3.58 6.89 0.21
C -2.87 5.41 -0.38
C -2.06 4.67 0.47
C -1.50 3.49 0.00
C -1.76 3.06 -1.30
C -2.58 3.81 -2.13
C -3.14 4.99 -1.67
C -1.18 1.77 -1.81
O -1.51 1.32 -2.91
O -0.35 1.21 -1.00
H -1.86 5.02 1.47
H -0.85 2.90 0.63
H -2.78 3.45 -3.13
H -3.78 5.59 -2.31
Br 5.41 -2.84 -4.34
C 3.92 -2.09 -3.48
C 4.11 -1.38 -2.29
C 3.02 -0.80 -1.68
C 1.70 -0.90 -2.22
C 1.59 -1.66 -3.44
C 2.66 -2.26 -4.05
H 5.11 -1.29 -1.87
H 3.15 -0.27 -0.75
H 0.60 -1.77 -3.88
H 2.55 -2.82 -4.97
F 3.75 -0.74 3.94
C 2.62 -0.03 3.86
F 2.92 1.19 3.40
F 2.12 0.10 5.09
S 1.41 -0.84 2.75
O 1.17 -2.13 3.40
O 0.26 0.04 2.79
O 2.08 -0.92 1.48
*
```


Molecular formula: C2H6IOP
Method: DFT, wB97M-V/def2-TZVPD

The calculation puts the HOMO energy at -0.2849 hartree. As for the total energy: -794.0107 Eh. Its SMILES is C[P@H](I)=CO. For the energy above the lowest of the compared OMol25 structures with the same formula, charge and spin, the calculation gives 3.028 eV.

```
! wB97M-V def2-TZVPD RIJCOSX def2/J DEFGRID3
* xyz 0 1
C 0.46 1.11 -0.24
P 0.34 -0.43 0.86
I 2.80 -0.70 1.67
C -0.83 -1.44 0.23
O -0.63 -2.08 -1.01
H 0.67 0.82 -1.30
H 1.52 1.61 0.05
H -0.41 1.68 -0.10
H -0.26 -0.01 2.08
H -1.52 -2.11 0.85
H -0.43 -1.40 -1.70
*
```


Molecular formula: C4H13NO3
Method: DFT, wB97M-V/def2-TZVPD

The calculation puts the HOMO energy at -0.3149 hartree. As for the total energy: -440.6130 Eh. Its SMILES is CNC(CO)CO.O. For the energy above the lowest of the compared OMol25 structures with the same formula, charge and spin, the calculation gives 2.780 eV.

```
! wB97M-V def2-TZVPD RIJCOSX def2/J DEFGRID3
* xyz 0 1
C 1.41 -0.07 -1.66
N 0.40 0.65 -1.01
C -0.47 0.02 -0.03
C -0.47 0.89 1.22
O -1.06 0.19 2.33
C -1.85 -0.38 -0.66
O -2.14 -1.72 -0.18
H 2.03 0.49 -2.34
H 1.05 -0.96 -2.25
H 2.12 -0.70 -1.07
H -0.04 1.38 -1.54
H -0.08 -0.98 0.16
H -1.21 1.69 1.21
H 0.52 1.25 1.46
H -0.90 -0.77 2.35
H -1.91 -0.50 -1.75
H -2.70 0.26 -0.38
H -2.32 -1.66 0.77
O 2.57 -0.10 1.16
H 2.56 0.44 0.35
H 2.51 0.59 1.83
*
```